Here is a 3-piece molecular cluster, C34H60N3O8 overall at a distorted geometry from the Open Molecules 2025 dataset. Energies are from the ωB97M-V functional and the def2-TZVPD basis.

The total charge is +1. The calculation puts the gap between HOMO and LUMO at 0.213 Eh. For the LUMO energy, the calculation gives -0.160 hartree.

Each atom is followed by the atoms it is bonded to, with distances in Å.
Atoms and positions in Å:
1 C 0.635 -2.119 2.381  C2 1.527, H28 1.097, H29 1.096, H30 1.101
2 C 0.228 -2.856 1.107  C1 1.527, C3 1.521, N4 1.301
3 C 1.375 -3.649 0.500  C2 1.521, H31 1.098, H32 1.100, H33 1.092
4 N -1.030 -2.832 0.776  C2 1.301, N5 1.438
5 N -1.517 -2.105 -0.366  N4 1.438, C6 1.523, C10 1.529, C19 1.470
6 C -0.992 -2.834 -1.596  N5 1.523, C7 1.538, H34 1.100, H35 1.094
7 C -1.770 -2.773 -2.921  C6 1.538, C8 1.572, H36 1.093, H37 1.100
8 C -2.584 -4.069 -3.283  C7 1.572, O9 1.431, H38 1.094, H39 1.099
9 O -3.882 -3.685 -3.744  C8 1.431, H40 0.962
10 C -3.002 -2.447 -0.249  N5 1.529, C11 1.541, H41 1.092, H42 1.096
11 C -4.013 -1.491 -0.913  C10 1.541, C12 1.572, H43 1.094, H44 1.097
12 C -5.035 -0.942 0.148  C11 1.572, C13 1.563, H45 1.096, H46 1.099
13 C -6.364 -1.763 0.198  C12 1.563, N14 1.458, H47 1.098, H48 1.094
14 N -7.416 -0.972 -0.428  C13 1.458, C15 1.366, C18 1.351
15 C -7.391 -0.446 -1.688  N14 1.366, C16 1.364, H49 1.083
16 C -8.558 0.238 -1.867  C15 1.364, C17 1.432, H50 1.085
17 C -9.344 0.107 -0.677  C16 1.432, C18 1.373, H51 1.081
18 C -8.583 -0.654 0.175  N14 1.351, C17 1.373, H52 1.084
19 C -1.246 -0.663 -0.295  N5 1.470, C20 1.559, H53 1.098, H54 1.098
20 C -0.882 0.031 -1.643  C19 1.559, O21 1.216, C22 1.519
21 O -1.718 0.370 -2.458  C20 1.216
22 C 0.564 0.378 -1.953  C20 1.519, C23 1.384, C27 1.385
23 C 1.336 1.128 -1.083  C22 1.384, C24 1.383, H55 1.092
24 C 2.632 1.467 -1.424  C23 1.383, C25 1.377, H56 1.087
25 C 3.110 1.047 -2.645  C24 1.377, C26 1.384, H57 1.088
26 C 2.355 0.278 -3.513  C25 1.384, C27 1.381, H58 1.087
27 C 1.060 -0.059 -3.171  C22 1.385, C26 1.381, H59 1.088
28 H 1.432 -1.392 2.179  C1 1.097
29 H -0.239 -1.600 2.791  C1 1.096
30 H 0.919 -2.854 3.150  C1 1.101
31 H 2.150 -3.000 0.072  C3 1.098
32 H 1.847 -4.172 1.344  C3 1.100
33 H 0.991 -4.407 -0.187  C3 1.092
34 H 0.046 -2.514 -1.773  C6 1.100
35 H -0.904 -3.886 -1.309  C6 1.094
36 H -2.459 -1.936 -3.063  C7 1.093
37 H -1.030 -2.681 -3.729  C7 1.100
38 H -2.119 -4.552 -4.148  C8 1.094
39 H -2.678 -4.756 -2.430  C8 1.099
40 H -4.525 -3.794 -3.037  O9 0.962
41 H -3.253 -2.530 0.810  C10 1.092
42 H -3.147 -3.465 -0.629  C10 1.096
43 H -3.623 -0.612 -1.434  C11 1.094
44 H -4.609 -2.057 -1.639  C11 1.097
45 H -5.248 0.099 -0.120  C12 1.096
46 H -4.605 -0.911 1.159  C12 1.099
47 H -6.262 -2.742 -0.290  C13 1.098
48 H -6.630 -1.899 1.251  C13 1.094
49 H -6.551 -0.583 -2.358  C15 1.083
50 H -8.803 0.785 -2.770  C16 1.085
51 H -10.322 0.526 -0.492  C17 1.081
52 H -8.932 -0.917 1.167  C18 1.084
53 H -2.068 -0.069 0.126  C19 1.098
54 H -0.398 -0.384 0.344  C19 1.098
55 H 0.874 1.436 -0.142  C23 1.092
56 H 3.209 2.081 -0.736  C24 1.087
57 H 4.118 1.331 -2.941  C25 1.088
58 H 2.802 -0.004 -4.462  C26 1.087
59 H 0.460 -0.638 -3.870  C27 1.088
60 C 10.740 -1.936 -1.161  O61 1.413, H69 1.095, H70 1.089, H71 1.095
61 O 9.616 -1.641 -0.356  C60 1.413, C62 1.419
62 C 9.882 -0.681 0.655  O61 1.419, C63 1.516, H72 1.095, H73 1.097
63 C 8.701 0.248 0.856  C62 1.516, O64 1.423, H74 1.093, H75 1.091
64 O 8.491 1.183 -0.195  C63 1.423, C65 1.419
65 C 8.035 0.696 -1.448  O64 1.419, C66 1.517, H76 1.090, H77 1.093
66 C 6.610 0.176 -1.447  C65 1.517, O67 1.419, H78 1.098, H79 1.097
67 O 6.519 -1.077 -0.787  C66 1.419, C68 1.407
68 C 5.331 -1.237 -0.051  O67 1.407, H80 1.096, H81 1.090, H82 1.098
69 H 11.448 -2.570 -0.619  C60 1.095
70 H 10.387 -2.472 -2.041  C60 1.089
71 H 11.239 -1.021 -1.497  C60 1.095
72 H 10.766 -0.085 0.407  C62 1.095
73 H 10.069 -1.225 1.589  C62 1.097
74 H 8.914 0.856 1.740  C63 1.093
75 H 7.788 -0.307 1.075  C63 1.091
76 H 8.725 -0.041 -1.860  C65 1.090
77 H 8.066 1.559 -2.117  C65 1.093
78 H 6.281 0.026 -2.484  C66 1.098
79 H 5.958 0.920 -0.973  C66 1.097
80 H 5.133 -0.363 0.580  C68 1.096
81 H 5.457 -2.103 0.600  C68 1.090
82 H 4.479 -1.416 -0.721  C68 1.098
83 C -2.561 4.331 -0.018  O84 1.414, H92 1.096, H93 1.088, H94 1.096
84 O -3.005 3.929 1.262  C83 1.414, C85 1.411
85 C -2.541 2.653 1.646  O84 1.411, C86 1.518, H95 1.100, H96 1.101
86 C -2.205 2.603 3.125  C85 1.518, O87 1.418, H97 1.095, H98 1.090
87 O -1.029 3.308 3.490  C86 1.418, C88 1.426
88 C -1.054 4.732 3.429  O87 1.426, C89 1.515, H99 1.090, H100 1.092
89 C -1.940 5.395 4.464  C88 1.515, O90 1.418, H101 1.097, H102 1.095
90 O -3.312 5.228 4.142  C89 1.418, C91 1.413
91 C -4.138 5.051 5.275  O90 1.413, H103 1.096, H104 1.089, H105 1.094
92 H -3.107 3.798 -0.804  C83 1.096
93 H -2.753 5.398 -0.116  C83 1.088
94 H -1.483 4.167 -0.134  C83 1.096
95 H -1.648 2.369 1.070  C85 1.100
96 H -3.347 1.932 1.437  C85 1.101
97 H -2.001 1.557 3.377  C86 1.095
98 H -3.053 2.908 3.738  C86 1.090
99 H -1.292 5.079 2.423  C88 1.090
100 H -0.027 5.043 3.632  C88 1.092
101 H -1.728 6.471 4.477  C89 1.097
102 H -1.714 4.980 5.452  C89 1.095
103 H -3.725 4.297 5.954  C91 1.096
104 H -5.108 4.697 4.926  C91 1.089
105 H -4.278 5.997 5.806  C91 1.094